{"formula": "C44H89Br18FI2N3O", "method": "ωB97M-V with the def2-TZVPD basis set", "species": ["C", "C", "C", "C", "C", "C", "C", "C", "C", "N", "C", "N", "C", "C", "C", "C", "C", "F", "C", "C", "C", "I", "N", "C", "C", "C", "C", "O", "C", "C", "I", "C", "C", "H", "H", "H", "H", "H", "H", "H", "H", "H", "H", "H", "H", "H", "H", "H", "H", "H", "H", "H", "H", "H", "H", "H", "H", "H", "H", "H", "H", "H", "H", "H", "H", "H", "H", "H", "H", "H", "H", "H", "H", "H", "H", "H", "H", "H", "H", "H", "H", "H", "H", "H", "H", "H", "Br", "C", "C", "Br", "H", "H", "H", "H", "Br", "C", "C", "Br", "H", "H", "H", "H", "Br", "C", "C", "Br", "H", "H", "H", "H", "Br", "C", "C", "Br", "H", "H", "H", "H", "Br", "C", "C", "Br", "H", "H", "H", "H", "Br", "C", "C", "Br", "H", "H", "H", "H", "Br", "C", "C", "Br", "H", "H", "H", "H", "Br", "C", "C", "Br", "H", "H", "H", "H", "Br", "C", "C", "Br", "H", "H", "H", "H"], "xyz": [[6.823, -3.524, -2.363], [6.506, -2.019, -2.218], [6.520, -1.516, -0.772], [5.790, -0.168, -0.569], [4.896, -0.098, 0.674], [3.694, 0.842, 0.537], [2.798, 0.820, 1.786], [1.765, -0.344, 1.724], [0.499, 0.301, 1.203], [-0.667, -0.568, 0.704], [-1.729, 0.516, 0.509], [-2.917, 0.198, -0.198], [-3.813, -0.885, 0.134], [-1.167, -1.418, 1.879], [-1.368, -2.965, 1.747], [-0.384, -3.883, 2.537], [0.711, -3.340, 3.430], [1.905, -3.181, 2.718], [-2.822, -3.377, 2.161], [-3.650, -4.176, 1.150], [-3.171, -5.604, 0.954], [-4.232, -6.492, -0.687], [-1.190, -3.310, 0.327], [0.112, -2.774, -0.115], [0.771, -3.803, -1.017], [2.268, -3.570, -1.267], [3.133, -4.170, -0.146], [2.560, -2.156, -1.346], [-0.058, -1.302, -0.556], [-0.664, -0.902, -1.935], [0.003, -2.064, -3.658], [-0.293, 0.550, -2.336], [-1.463, 1.418, -2.843], [7.059, -3.993, -1.410], [5.978, -4.039, -2.819], [7.652, -3.675, -3.054], [7.251, -1.462, -2.786], [5.525, -1.811, -2.656], [7.566, -1.364, -0.501], [6.147, -2.278, -0.083], [5.237, 0.071, -1.482], [6.581, 0.577, -0.472], [4.548, -1.107, 0.917], [5.484, 0.263, 1.522], [3.099, 0.522, -0.327], [4.047, 1.852, 0.330], [2.236, 1.757, 1.762], [3.394, 0.751, 2.693], [1.621, -0.722, 2.732], [2.176, -1.111, 1.074], [0.111, 0.972, 1.970], [0.792, 0.936, 0.370], [-1.251, 1.351, 0.004], [-1.927, 0.917, 1.512], [-3.362, 1.014, -0.578], [-4.794, -0.639, -0.270], [-3.534, -1.804, -0.388], [-3.967, -1.060, 1.196], [-2.151, -1.030, 2.110], [-0.622, -1.149, 2.779], [-0.922, -4.623, 3.125], [0.141, -4.496, 1.799], [0.486, -2.398, 3.933], [0.926, -4.068, 4.212], [-3.418, -2.513, 2.454], [-2.791, -3.985, 3.066], [-4.665, -4.220, 1.553], [-3.763, -3.673, 0.194], [-3.408, -6.227, 1.810], [-2.118, -5.644, 0.702], [-1.875, -2.802, -0.226], [0.789, -2.731, 0.741], [0.739, -4.721, -0.426], [0.202, -4.068, -1.901], [2.547, -4.017, -2.219], [3.649, -3.370, 0.381], [3.858, -4.873, -0.545], [2.540, -4.706, 0.597], [3.185, -1.995, -2.056], [0.959, -0.939, -0.647], [-1.730, -1.056, -2.014], [0.432, 0.540, -3.144], [0.223, 1.045, -1.516], [-1.680, 2.240, -2.162], [-2.370, 0.833, -2.968], [-1.218, 1.845, -3.812], [5.127, 3.283, -1.761], [5.985, 4.629, -0.646], [7.438, 4.291, -0.452], [7.634, 2.815, 0.799], [5.442, 4.658, 0.294], [5.862, 5.575, -1.168], [7.984, 5.126, -0.019], [7.915, 3.983, -1.378], [0.924, 4.251, -2.823], [1.609, 3.467, -4.469], [1.068, 4.168, -5.686], [-0.785, 3.683, -6.022], [1.341, 2.415, -4.450], [2.691, 3.568, -4.413], [1.619, 3.865, -6.573], [1.096, 5.249, -5.590], [-3.480, 0.093, 4.970], [-4.839, 1.475, 4.743], [-6.145, 0.893, 4.276], [-6.151, 0.436, 2.379], [-4.434, 2.212, 4.057], [-4.954, 1.924, 5.727], [-6.935, 1.632, 4.384], [-6.414, -0.011, 4.813], [-6.717, 3.952, 1.167], [-8.654, 3.800, 1.320], [-9.157, 4.575, 2.506], [-8.814, 3.615, 4.172], [-8.893, 2.743, 1.379], [-9.048, 4.215, 0.395], [-10.237, 4.699, 2.471], [-8.685, 5.550, 2.590], [9.708, -0.765, 1.209], [11.186, -0.358, 0.011], [11.039, 1.000, -0.620], [9.685, 0.998, -2.015], [11.216, -1.154, -0.726], [12.082, -0.397, 0.626], [11.965, 1.294, -1.109], [10.745, 1.761, 0.096], [3.945, -4.961, -4.399], [4.600, -6.785, -4.204], [5.920, -6.978, -4.901], [5.709, -7.083, -6.829], [3.824, -7.435, -4.593], [4.709, -6.945, -3.133], [6.369, -7.922, -4.600], [6.613, -6.165, -4.705], [-12.057, 6.952, 4.168], [-10.296, 7.174, 4.963], [-9.697, 8.514, 4.635], [-9.072, 8.584, 2.787], [-9.699, 6.345, 4.597], [-10.439, 7.072, 6.037], [-8.816, 8.693, 5.252], [-10.403, 9.330, 4.751], [-3.080, -0.327, -6.472], [-3.719, -2.065, -5.877], [-3.134, -3.187, -6.692], [-3.957, -3.314, -8.447], [-4.803, -2.034, -5.929], [-3.403, -2.153, -4.839], [-3.323, -4.143, -6.208], [-2.068, -3.065, -6.855], [-6.701, 7.802, 6.681], [-6.114, 7.314, 4.889], [-5.884, 5.835, 4.766], [-4.223, 5.272, 5.617], [-5.225, 7.900, 4.680], [-6.916, 7.622, 4.222], [-5.781, 5.549, 3.721], [-6.673, 5.247, 5.223]], "forces_ev_per_angstrom": [[-0.102, 0.299, -0.390], [0.021, -0.375, 0.295], [0.220, 0.257, 0.012], [0.526, -0.302, 0.021], [-0.109, 0.103, -0.216], [0.202, -0.423, 0.255], [-0.246, -0.100, -0.827], [0.332, 0.590, 0.364], [0.319, 0.128, 0.077], [0.643, 0.601, 0.202], [-0.672, 0.790, -0.168], [0.499, -0.477, -0.349], [-0.424, 0.266, -0.387], [-0.789, -0.452, 0.853], [-0.308, -0.417, -0.662], [0.551, -0.044, -0.230], [0.076, -0.238, 0.374], [-0.139, 0.188, -0.029], [-0.217, 0.140, 0.249], [-0.278, -0.108, 0.254], [-0.205, 0.111, -0.235], [0.130, -0.008, 0.070], [0.492, 0.536, 0.038], [-0.482, -0.048, -0.236], [0.481, -0.489, 0.132], [0.261, 0.192, 0.051], [-0.221, -0.054, 0.069], [-0.299, 0.056, 0.024], [0.543, -0.693, -0.717], [-0.033, 0.153, 0.027], [-0.189, -0.011, -0.041], [-0.323, 0.271, -0.042], [0.060, -0.193, 0.160], [0.056, -0.021, 0.059], [-0.017, -0.112, 0.232], [0.161, -0.076, 0.141], [-0.181, 0.231, -0.098], [-0.002, 0.041, -0.134], [-0.041, -0.192, 0.116], [-0.238, -0.082, -0.094], [-0.203, 0.042, 0.078], [-0.285, 0.247, -0.204], [-0.079, 0.013, 0.084], [0.064, -0.186, 0.086], [-0.014, 0.110, -0.115], [-0.052, -0.033, 0.063], [0.110, 0.131, 0.553], [0.001, 0.156, 0.064], [-0.062, -0.327, -0.069], [-0.136, -0.243, 0.030], [-0.190, -0.171, 0.101], [-0.222, -0.086, -0.202], [0.050, -0.114, -0.335], [0.178, -0.513, 0.275], [0.070, 0.069, -0.072], [-0.020, 0.054, 0.007], [0.120, -0.023, 0.221], [0.108, -0.023, 0.050], [-0.061, 0.105, -0.184], [0.551, 0.058, -0.244], [-0.295, 0.194, 0.047], [-0.007, -0.023, -0.015], [-0.013, 0.084, -0.117], [0.024, -0.015, -0.015], [0.088, 0.120, -0.025], [0.135, 0.060, 0.062], [-0.024, 0.018, -0.009], [0.199, -0.020, -0.074], [0.143, -0.020, 0.062], [0.027, -0.108, -0.030], [-0.302, -0.351, 0.050], [-0.136, 0.140, 0.162], [-0.173, -0.002, 0.071], [-0.011, 0.370, -0.049], [-0.122, -0.089, 0.009], [0.155, -0.008, -0.031], [0.221, 0.000, -0.032], [0.005, -0.011, -0.024], [0.137, -0.056, -0.076], [0.023, 0.228, 0.277], [-0.186, 0.045, 0.245], [0.248, -0.193, 0.153], [-0.029, 0.062, 0.092], [-0.035, 0.060, -0.018], [-0.100, -0.096, -0.057], [-0.081, 0.114, 0.022], [-0.059, 0.145, -0.106], [-0.031, 0.004, -0.170], [0.066, -0.042, 0.149], [0.139, 0.067, 0.061], [-0.011, 0.000, -0.001], [0.057, -0.011, -0.026], [-0.066, 0.028, 0.016], [0.012, -0.006, -0.002], [0.008, -0.083, 0.021], [0.072, 0.086, 0.118], [-0.118, -0.103, -0.087], [0.017, 0.070, -0.028], [0.005, -0.011, -0.034], [0.007, 0.036, -0.001], [0.016, -0.022, 0.018], [0.033, 0.001, 0.020], [0.097, 0.001, -0.159], [0.021, -0.133, -0.006], [-0.140, 0.103, -0.068], [0.078, -0.087, 0.242], [-0.018, 0.014, 0.001], [-0.027, 0.003, -0.012], [0.034, 0.004, -0.014], [0.021, -0.005, 0.002], [0.000, 0.011, -0.014], [0.120, 0.091, -0.101], [-0.144, -0.108, 0.075], [-0.070, 0.092, -0.005], [0.033, -0.007, 0.009], [-0.029, 0.042, 0.034], [0.003, -0.021, -0.043], [-0.004, 0.008, 0.009], [0.061, 0.011, 0.020], [-0.021, -0.005, 0.138], [-0.024, 0.022, -0.111], [-0.073, 0.020, 0.011], [0.021, 0.009, -0.019], [0.001, 0.033, -0.004], [0.009, -0.032, 0.000], [-0.003, -0.022, 0.028], [-0.155, -0.068, -0.207], [0.028, 0.078, 0.152], [0.007, -0.089, -0.172], [0.010, 0.056, 0.035], [0.013, -0.007, -0.021], [0.026, 0.013, -0.004], [-0.024, -0.001, 0.031], [0.000, 0.003, 0.050], [0.041, -0.059, -0.047], [-0.213, 0.009, 0.001], [0.180, 0.015, -0.044], [-0.073, 0.025, -0.006], [0.094, 0.046, 0.116], [0.034, 0.033, 0.007], [-0.141, 0.000, -0.059], [-0.021, -0.019, 0.006], [-0.023, 0.003, 0.032], [0.113, 0.119, 0.100], [-0.112, -0.102, -0.112], [0.053, 0.032, 0.014], [-0.004, -0.038, -0.023], [0.029, -0.026, -0.014], [-0.005, 0.017, 0.031], [0.011, 0.014, 0.040], [0.140, -0.034, 0.035], [-0.106, 0.030, 0.145], [0.220, -0.104, -0.082], [-0.035, -0.025, 0.027], [0.017, -0.023, -0.010], [0.010, -0.009, -0.057], [-0.043, 0.043, -0.014], [-0.041, 0.056, -0.008]], "mulliken_charge": [-0.868, -0.405, -0.480, 0.021, -0.504, 0.180, -1.578, 1.608, -2.464, 1.486, -2.223, 0.515, -0.749, -1.915, 3.729, -1.230, -0.826, -0.243, -1.293, -0.887, -1.096, 0.018, -0.068, 0.456, -3.523, 1.023, -1.019, -0.206, 2.483, -1.183, -0.067, 0.274, -1.163, 0.387, -0.184, 0.386, 0.411, 0.291, -0.265, 0.515, 0.479, -0.381, 0.120, 0.375, 0.173, -0.011, 0.443, 0.564, 0.282, -0.975, 0.840, 0.930, 0.738, 0.407, 0.414, 0.637, 0.152, -0.195, 0.200, 0.222, 0.678, 0.187, 0.193, 0.477, 0.187, 0.694, 0.585, 0.449, 0.528, 0.307, 0.089, -1.057, 0.493, 0.375, -0.074, 0.031, 0.309, 0.339, 0.111, -0.352, 0.675, 0.851, -0.424, 0.385, 0.330, -0.203, -0.112, -0.676, -0.542, -0.121, 0.369, 0.393, 0.393, 0.330, -0.125, -0.388, -0.650, -0.121, 0.189, 0.335, 0.397, 0.398, -0.173, -0.548, 0.062, -0.113, 0.320, 0.372, -0.314, 0.438, -0.169, -0.631, -0.445, -0.173, 0.409, 0.400, 0.414, 0.205, -0.131, -0.644, -0.524, -0.144, 0.372, 0.375, 0.375, 0.312, -0.145, -0.672, -0.506, -0.128, 0.481, 0.313, 0.401, 0.243, -0.140, -0.022, -0.426, -0.175, -0.232, 0.419, 0.095, 0.438, -0.107, -0.358, -0.603, -0.149, 0.457, 0.040, 0.390, 0.314, -0.148, -0.018, -0.419, -0.180, 0.448, -0.091, 0.189, 0.258], "homo_energy_ev": -11.15, "total_charge": 1, "homo_lumo_gap_ha": 0.341, "lumo_energy_ev": -1.856, "energy_ev": -1333267.1647}